Entry from OMol25: a cluster of 4 separate species, C5H19NO4 in total in a non-equilibrium geometry (wB97M-V/def2-TZVPD).

Element x y z (Å)
C -2.20107 0.99853 0.43280
C -2.51115 -0.14706 -0.51096
C -1.11149 0.48451 1.43286
N -0.03028 1.42234 1.28857
C 1.26503 1.17095 1.80954
C 2.10698 0.22057 0.95728
O 2.18139 0.82704 -0.32924
H -3.09308 1.31477 1.04297
H -1.99495 1.88099 -0.27954
H -3.16695 -0.06026 -1.36367
H -1.68940 -0.60860 -1.05787
H -2.93114 -1.04989 0.03697
H -1.45209 0.36388 2.41885
H -0.75332 -0.54177 1.17849
H -0.03340 1.98751 0.46273
H 1.96413 2.16522 1.87006
H 0.96400 0.71851 2.88776
H 3.16069 0.12265 1.36834
H 1.60680 -0.76263 0.80664
H 2.91849 0.26234 -0.69383
H -0.66705 0.62682 -1.73867
H 0.88518 0.57942 -1.58897
O 0.15646 0.61756 -2.32441
H 1.65624 -1.54676 -2.49625
H 0.33161 -1.20799 -2.65979
O 0.92366 -1.93358 -2.85826
H 0.39521 -2.17672 -0.62213
H 0.87750 -3.22996 0.26270
O 0.24202 -2.49833 0.26704

Results
E_HOMO = -8.44 eV
SMILES = CCCNCCO.O.O.O
Multiplicity = 1
E_LUMO = 0.3087 eV
M = 157.21 g mol⁻¹

Charges in e, computed with Mulliken, in the same order as the atoms: number 1, C, carries -0.288; number 2, C, carries -1.357; number 3, C, carries -0.244; number 4, N, carries -0.256; number 5, C, carries -0.787; number 6, C, carries -0.102; number 7, O, carries -0.599; number 8, H, carries 0.289; number 9, H, carries 0.280; number 10, H, carries 0.394; number 11, H, carries 0.316; number 12, H, carries 0.325; number 13, H, carries 0.358; number 14, H, carries 0.081; number 15, H, carries 0.279; number 16, H, carries 0.273; number 17, H, carries 0.274; number 18, H, carries 0.409; number 19, H, carries 0.141; number 20, H, carries 0.323; number 21, H, carries 0.259; number 22, H, carries 0.495; number 23, O, carries -0.817; number 24, H, carries 0.292; number 25, H, carries 0.400; number 26, O, carries -0.696; number 27, H, carries 0.288; number 28, H, carries 0.297; number 29, O, carries -0.627

=====

Entry from OMol25: a cluster of 4 separate species, C5H19NO4S in total in a non-equilibrium geometry (wB97M-V/def2-TZVPD).

Element x y z (Å)
C -0.29126 0.29235 2.43311
C 0.13019 0.19827 1.00628
C 1.18220 -0.99582 0.89776
C 1.55470 -1.42274 -0.51272
S 2.77247 -0.10609 -1.24062
N -1.07040 -0.08696 0.18972
C -2.11376 -1.06076 0.41280
O -1.53394 -2.34717 0.63890
H -0.48811 -0.56354 3.09105
H 0.27635 0.98858 3.07794
H -1.32253 0.72775 2.48120
H 0.66438 1.08056 0.70407
H 0.68610 -1.90500 1.25379
H 2.05058 -0.79372 1.52889
H 1.99086 -2.38860 -0.74260
H 0.65168 -1.28620 -1.07712
H 3.50738 0.07541 -0.08368
H -0.74410 0.06236 -0.75662
H -2.71629 -1.20983 -0.48605
H -2.61082 -0.71739 1.34596
H -1.28181 -2.97077 -0.05508
H -1.00971 2.14909 -1.52609
H -0.57705 2.17397 -3.11732
O -0.56497 1.73145 -2.26130
H 1.00431 2.93186 1.79819
H 1.84682 3.46405 0.57478
O 1.80377 3.38771 1.52329
H -1.25925 0.28964 -3.56864
H -0.87770 -1.11789 -3.83460
O -1.66009 -0.58060 -3.69531

Results
E_HOMO = -8.88 eV
SMILES = C[C@@H](CCS)NCO.O.O.O
Multiplicity = 1
E_LUMO = 0.2057 eV
M = 189.28 g mol⁻¹

Charges in e, computed with Mulliken, in the same order as the atoms: number 1, C, carries -1.702; number 2, C, carries 1.127; number 3, C, carries -0.970; number 4, C, carries -0.471; number 5, S, carries -0.277; number 6, N, carries -0.187; number 7, C, carries -0.457; number 8, O, carries -0.547; number 9, H, carries 0.401; number 10, H, carries 0.399; number 11, H, carries 0.394; number 12, H, carries -0.203; number 13, H, carries 0.288; number 14, H, carries 0.515; number 15, H, carries 0.423; number 16, H, carries 0.118; number 17, H, carries 0.121; number 18, H, carries 0.152; number 19, H, carries 0.392; number 20, H, carries 0.206; number 21, H, carries 0.304; number 22, H, carries 0.303; number 23, H, carries 0.315; number 24, O, carries -0.639; number 25, H, carries 0.356; number 26, H, carries 0.297; number 27, O, carries -0.640; number 28, H, carries 0.290; number 29, H, carries 0.310; number 30, O, carries -0.619

=====

Entry from OMol25: a cluster of 4 separate species, C5H19NO4S in total in a non-equilibrium geometry (wB97M-V/def2-TZVPD).

Element x y z (Å)
C -0.70014 1.80622 -0.22252
C 0.44832 2.82838 -0.26869
S 0.50048 3.93850 -1.71998
C -0.44692 0.82471 -1.28678
N 0.60106 -0.13949 -0.90208
C 0.37907 -1.57325 -1.19467
C 1.53263 -2.52276 -0.84967
O 1.20348 -3.33617 0.26844
H -0.53670 1.12953 0.82786
H -1.66896 2.19297 -0.23643
H 1.42652 2.24332 -0.16067
H 0.60333 3.37954 0.69393
H -0.17201 3.34690 -2.67377
H -0.03769 1.33998 -2.22975
H -1.27275 0.22133 -1.56888
H 1.44170 0.31168 -1.39136
H -0.52157 -1.86639 -0.53005
H 0.15441 -1.67322 -2.24489
H 1.79379 -3.21444 -1.70600
H 2.42792 -2.03646 -0.29854
H 0.27192 -3.65330 0.20704
H 1.56383 -1.88469 1.61997
H 0.84294 -0.64085 1.15542
O 1.28201 -1.00712 1.92430
H -3.52012 -0.82191 1.20412
H -2.16621 -1.01702 1.73752
O -2.63107 -0.80097 0.96140
H -0.39869 0.32386 2.81825
H -1.23865 1.58590 2.84239
O -1.16192 0.71521 3.22408

Results
E_HOMO (alpha / beta) = -12.93 / -12.93 eV
Multiplicity = 2
E_LUMO (alpha / beta) = -3.7522 / -9.1905 eV
Net charge = +1
M = 189.28 g mol⁻¹

Charges in e, computed with Mulliken, in the same order as the atoms: number 1, C, carries 0.269; number 2, C, carries -0.570; number 3, S, carries 0.245; number 4, C, carries -0.865; number 5, N, carries -0.337; number 6, C, carries -0.377; number 7, C, carries -0.573; number 8, O, carries -0.537; number 9, H, carries -0.444; number 10, H, carries 0.529; number 11, H, carries 0.411; number 12, H, carries 0.475; number 13, H, carries 0.284; number 14, H, carries 0.088; number 15, H, carries 0.461; number 16, H, carries 0.222; number 17, H, carries 0.170; number 18, H, carries 0.536; number 19, H, carries 0.256; number 20, H, carries 0.295; number 21, H, carries 0.316; number 22, H, carries 0.413; number 23, H, carries 0.380; number 24, O, carries -0.722; number 25, H, carries 0.262; number 26, H, carries 0.312; number 27, O, carries -0.545; number 28, H, carries 0.328; number 29, H, carries 0.312; number 30, O, carries -0.593

=====

Entry from OMol25: a structure of composition C5H20AgO9P in a non-equilibrium geometry (wB97M-V/def2-TZVPD).

Element x y z (Å)
Ag -30.19502 13.62157 -1.76150
P -28.81988 14.86946 -3.78994
O -30.25918 15.15815 -3.20037
O -28.83391 13.37585 -3.40343
O -27.76723 15.78440 -3.07954
O -29.09146 15.07668 -5.30611
C -31.33986 13.59870 1.56117
O -30.62862 13.06209 0.44523
H -31.37643 12.79748 2.29928
H -30.86386 14.48821 1.97385
H -32.37420 13.90587 1.40664
H -30.23779 12.24885 0.77308
C -33.20708 12.19655 -2.47790
O -32.52831 13.34435 -2.01163
H -33.92619 11.82385 -1.74847
H -33.76264 12.38342 -3.39689
H -32.47309 11.41989 -2.69273
H -33.17232 14.05422 -1.95743
C -28.06035 15.30857 0.48018
O -28.42197 14.70310 -0.72908
H -27.92656 16.38888 0.42414
H -28.89229 15.15073 1.16651
H -27.18158 14.81100 0.89040
H -27.86669 15.11424 -1.39558
C -31.59327 16.81969 0.26152
O -31.17458 15.92361 -0.75692
H -32.11092 17.65616 -0.20801
H -32.37124 16.36977 0.87833
H -30.81538 17.12112 0.96303
H -30.44561 16.36321 -1.20073
C -30.40917 10.14601 -1.33140
O -29.84665 11.35472 -1.77476
H -31.26802 10.36779 -0.69792
H -30.75219 9.51181 -2.14885
H -29.68231 9.51812 -0.81611
H -29.13344 11.16994 -2.39022

Results
E_HOMO (alpha / beta) = -3.58 / -3.29 eV
Multiplicity = 2
E_LUMO (alpha / beta) = 2.4164 / 2.4153 eV
Net charge = -1
M = 363.05 g mol⁻¹

Charges in e, computed with Mulliken, in the same order as the atoms: number 1, Ag, carries 0.551; number 2, P, carries 0.683; number 3, O, carries -0.577; number 4, O, carries -0.519; number 5, O, carries -0.876; number 6, O, carries -0.795; number 7, C, carries -0.817; number 8, O, carries -0.089; number 9, H, carries 0.339; number 10, H, carries 0.229; number 11, H, carries 0.234; number 12, H, carries 0.147; number 13, C, carries -0.651; number 14, O, carries -0.203; number 15, H, carries 0.291; number 16, H, carries 0.305; number 17, H, carries 0.128; number 18, H, carries 0.197; number 19, C, carries -0.686; number 20, O, carries -0.206; number 21, H, carries 0.314; number 22, H, carries 0.056; number 23, H, carries 0.288; number 24, H, carries 0.317; number 25, C, carries -0.906; number 26, O, carries -0.091; number 27, H, carries 0.306; number 28, H, carries 0.256; number 29, H, carries 0.314; number 30, H, carries 0.247; number 31, C, carries -0.883; number 32, O, carries -0.065; number 33, H, carries 0.295; number 34, H, carries 0.331; number 35, H, carries 0.294; number 36, H, carries 0.242